{
  "formula": "C28H72CrN6O10",
  "method": "ωB97M-V with the def2-TZVPD basis set",
  "symbols": ["Cr", "C", "C", "O", "O", "H", "H", "H", "C", "C", "O", "O", "H", "H", "H", "C", "C", "C", "O", "C", "N", "H", "H", "H", "H", "H", "H", "H", "H", "H", "H", "H", "C", "C", "C", "O", "C", "N", "H", "H", "H", "H", "H", "H", "H", "H", "H", "H", "H", "C", "C", "C", "O", "C", "N", "H", "H", "H", "H", "H", "H", "H", "H", "H", "H", "H", "C", "C", "C", "O", "C", "N", "H", "H", "H", "H", "H", "H", "H", "H", "H", "H", "H", "C", "C", "C", "O", "C", "N", "H", "H", "H", "H", "H", "H", "H", "H", "H", "H", "H", "C", "C", "C", "O", "C", "N", "H", "H", "H", "H", "H", "H", "H", "H", "H", "H", "H"],
  "xyz": [[-2.7044, -1.8822, -0.0412], [0.6090, 0.0491, 1.3149], [-0.6427, -0.6403, 0.8629], [-1.6488, -0.0002, 0.4816], [-0.6521, -1.9006, 0.6793], [1.0142, -0.4095, 2.2176], [0.3310, 1.0317, 1.7119], [1.3113, 0.2164, 0.5039], [-6.2327, -0.8999, -1.7758], [-4.9986, -1.2380, -1.0107], [-4.2825, -0.4424, -0.3232], [-4.5151, -2.4054, -0.9700], [-6.9084, -0.3246, -1.1448], [-6.6059, -1.7951, -2.2559], [-5.9224, -0.1447, -2.5059], [-0.4920, -4.0112, -3.1638], [-0.9376, -2.8588, -2.2627], [-1.3689, -1.5986, -3.0068], [-2.1075, -0.7775, -2.1191], [-2.7022, 0.2953, -2.8410], [-2.0222, -3.3396, -1.3519], [-1.3316, -4.6050, -3.5158], [0.2112, -4.6569, -2.6252], [0.2306, -3.6792, -3.9153], [-0.0672, -2.5358, -1.6884], [-1.8617, -1.8732, -3.9469], [-0.4543, -1.0416, -3.2354], [-1.9661, 0.8702, -3.4069], [-3.1461, 1.0074, -2.1500], [-3.4611, -0.0523, -3.5471], [-2.7497, -3.6142, -2.0221], [-1.7551, -4.2994, -1.0460], [4.4228, -3.5663, -0.3951], [3.7689, -2.8865, -1.5650], [4.7236, -1.7886, -2.0709], [5.0158, -0.6966, -1.1905], [3.9588, 0.2037, -1.0354], [3.5929, -3.8238, -2.6949], [4.3378, -2.9482, 0.4949], [5.4961, -3.7439, -0.4687], [3.9313, -4.5106, -0.1439], [2.8509, -2.3685, -1.2535], [4.4160, -1.3063, -3.0089], [5.7045, -2.2355, -2.2331], [3.0440, -0.1991, -0.5848], [3.6528, 0.6623, -1.9894], [4.3052, 1.0586, -0.4546], [2.9495, -4.5455, -2.3752], [3.0483, -3.2859, -3.3694], [2.7050, -1.0973, 4.5571], [3.2737, -0.9937, 3.1288], [3.7666, 0.4082, 2.7545], [2.6724, 1.2670, 3.0117], [2.7864, 2.5474, 2.4258], [4.3100, -2.0095, 2.9847], [1.8541, -0.4220, 4.6184], [3.4707, -0.6936, 5.2278], [2.5009, -2.1285, 4.8230], [2.4290, -1.1622, 2.4495], [4.1374, 0.4303, 1.7272], [4.6017, 0.6388, 3.4325], [3.6954, 3.1271, 2.6028], [1.9695, 3.1626, 2.8067], [2.6106, 2.4072, 1.3516], [5.0818, -1.7921, 3.6033], [4.6583, -2.1512, 2.0509], [-1.4258, 5.2157, -1.2866], [-1.7165, 3.9345, -2.1157], [-1.6421, 4.1655, -3.6192], [-2.4168, 5.3000, -3.9360], [-2.6467, 5.4116, -5.3128], [-0.7657, 2.8762, -1.8215], [-2.2006, 5.9497, -1.1071], [-0.5517, 5.6295, -1.8035], [-1.0211, 4.8424, -0.3426], [-2.7270, 3.6402, -1.8184], [-1.9603, 3.2479, -4.1347], [-0.6003, 4.2553, -3.9585], [-2.9837, 6.4235, -5.5672], [-3.5009, 4.8135, -5.6518], [-1.7710, 5.2816, -5.9547], [-1.0706, 2.2611, -1.0731], [0.1570, 3.1553, -1.5075], [-2.3054, 7.4876, 4.6666], [-2.2394, 7.1376, 3.1799], [-1.3113, 5.9387, 2.8900], [-1.9708, 4.7357, 3.2927], [-1.0479, 3.6713, 3.4222], [-3.6327, 6.8578, 2.7337], [-1.3318, 7.3925, 5.1472], [-3.0761, 6.9539, 5.2200], [-2.6154, 8.5331, 4.7307], [-1.8908, 7.9902, 2.5916], [-0.3698, 6.1069, 3.4194], [-1.1717, 5.8613, 1.8051], [-0.4609, 3.5292, 2.5054], [-1.6979, 2.7890, 3.3881], [-0.4342, 3.6699, 4.3218], [-3.7566, 5.9203, 3.1336], [-3.6295, 6.5231, 1.7647], [0.3681, -7.2060, -0.4424], [-0.4924, -6.2931, 0.4124], [0.2119, -5.0062, 0.7971], [1.3742, -5.2887, 1.5480], [1.8324, -4.0740, 2.0808], [-1.7829, -6.0819, -0.2932], [1.3950, -7.2637, -0.0832], [0.4892, -6.7801, -1.4446], [-0.0941, -8.1901, -0.5015], [-0.7006, -6.8577, 1.3264], [-0.4878, -4.5125, 1.4927], [0.3791, -4.3081, -0.0313], [1.9853, -3.2089, 1.4245], [2.8177, -4.2715, 2.5067], [1.2564, -3.6864, 2.9322], [-2.4008, -5.5073, 0.2805], [-2.2775, -6.9675, -0.3250]],
  "lowdin_spin": [3.201, -0.003, 0.007, -0.069, -0.037, 0.000, -0.001, 0.000, -0.002, 0.006, -0.073, -0.039, 0.000, -0.001, 0.000, -0.002, 0.002, 0.002, 0.036, 0.003, -0.036, 0.000, 0.000, -0.001, 0.000, 0.000, 0.001, 0.001, 0.000, 0.000, 0.002, 0.003, 0.000, 0.000, 0.000, 0.000, 0.000, 0.000, 0.000, 0.000, 0.000, 0.000, 0.000, 0.000, 0.000, 0.000, 0.000, 0.000, 0.000, 0.000, 0.000, 0.000, 0.000, 0.000, 0.000, 0.000, 0.000, 0.000, 0.000, 0.000, 0.000, 0.000, 0.000, 0.000, 0.000, 0.000, 0.000, 0.000, 0.000, 0.000, 0.000, 0.000, 0.000, 0.000, 0.000, 0.000, 0.000, 0.000, 0.000, 0.000, 0.000, 0.000, 0.000, 0.000, 0.000, 0.000, 0.000, 0.000, 0.000, 0.000, 0.000, 0.000, 0.000, 0.000, 0.000, 0.000, 0.000, 0.000, 0.000, 0.000, 0.000, 0.000, 0.000, 0.000, 0.000, 0.001, 0.000, 0.000, 0.000, 0.000, 0.000, 0.000, 0.000, 0.000, 0.000, 0.001, 0.000],
  "gap_ev": [5.31, 7.29],
  "s_squared": 3.88,
  "total_energy_ha": -3235.11750,
  "relative_energy_ev": 1.701,
  "spin_multiplicity": 4,
  "charge": 1
}